Molecular formula: C48H57BGeN11ORe
Method: DFT, the ωB97M-V functional and the def2-TZVPD basis

Calculated values
Strongest force on any atom   0.0091 Eh/bohr
E   -4720.87284 hartree
Highest occupied orbital energy (alpha / beta)   -7.3 / -7.1 eV
Kohn-Sham gap (alpha / beta)   7.13 / 7.31 eV

Geometry as ORCA input:
```
! RIJCOSX wB97M-V def2-TZVPD def2/J DEFGRID3
* xyz 0 3
Re -0.231 0.390 0.692
C 2.966 -0.679 3.317
C 2.297 0.151 2.435
N 1.176 -0.437 2.000
N 1.080 -1.633 2.638
C 2.150 -1.797 3.415
B -0.326 -2.385 2.733
N -0.885 -2.294 1.353
C -0.084 -2.550 0.184
C -1.017 -2.254 -0.947
C -2.304 -2.080 -0.247
N -2.204 -2.095 1.031
N -1.197 -1.647 3.758
C -2.093 -2.107 4.659
C -2.600 -1.025 5.342
C -1.946 0.078 4.769
N -1.105 -0.301 3.821
N -0.038 -3.816 3.216
C 0.223 -4.260 4.470
C 0.531 -5.596 4.393
C 0.434 -5.886 3.018
N 0.096 -4.817 2.318
H 3.902 -0.500 3.817
H 2.557 1.136 2.081
H 2.256 -2.689 4.011
H 0.582 -3.401 0.235
H -0.999 -2.787 -1.889
H -3.274 -1.976 -0.711
H -2.320 -3.158 4.731
H -3.338 -1.032 6.126
H -2.060 1.128 4.997
H 0.167 -3.598 5.320
H 0.778 -6.262 5.202
H 0.589 -6.827 2.513
C 1.277 4.397 -2.030
N 0.900 3.012 -1.807
C 1.995 2.132 -1.474
C -0.384 2.608 -1.709
N -0.746 1.535 -1.053
N -1.310 3.413 -2.331
C -1.126 3.786 -3.727
C -2.698 3.358 -1.909
H 1.982 4.698 -1.252
H 0.405 5.041 -1.975
H 1.762 4.523 -3.001
H 2.822 2.298 -2.166
H 1.669 1.105 -1.566
H 2.344 2.310 -0.452
H -1.711 1.301 -1.265
H -0.103 3.606 -4.044
H -1.368 4.840 -3.875
H -1.786 3.191 -4.364
H -2.765 3.209 -0.832
H -3.256 2.565 -2.423
H -3.170 4.311 -2.151
C 0.096 3.140 3.719
C -0.205 4.036 2.511
C 0.836 3.865 1.403
C -1.646 3.922 2.030
C -2.422 5.076 2.080
C -3.766 5.068 1.747
C -4.354 3.863 1.408
C -3.633 2.672 1.350
C -4.412 1.404 1.059
C -4.098 0.812 -0.313
C -4.280 0.359 2.167
C -2.251 2.718 1.609
O -1.489 1.612 1.498
H 1.111 3.324 4.083
H 0.010 2.083 3.472
H -0.596 3.351 4.535
H -0.110 5.070 2.855
H 0.890 2.829 1.065
H 1.826 4.149 1.771
H 0.598 4.497 0.543
H -1.952 6.000 2.399
H -4.351 5.978 1.787
H -5.417 3.827 1.195
H -5.461 1.715 1.036
H -3.061 0.473 -0.351
H -4.277 1.539 -1.109
H -4.728 -0.059 -0.502
H -3.269 -0.031 2.239
H -4.943 -0.486 1.966
H -4.554 0.786 3.134
C 0.182 -1.281 -0.598
Ge 1.541 -1.657 -1.960
C 3.409 -1.227 -1.541
C 4.421 -1.929 -2.202
C 5.761 -1.650 -1.968
C 6.118 -0.667 -1.054
C 5.128 0.030 -0.378
C 3.791 -0.252 -0.627
C 1.075 -0.867 -3.696
C 1.993 -0.943 -4.746
C 1.675 -0.474 -6.013
C 0.417 0.062 -6.258
C -0.512 0.129 -5.231
C -0.181 -0.325 -3.959
C 1.585 -3.585 -2.324
C 0.858 -4.135 -3.379
C 0.836 -5.507 -3.595
C 1.544 -6.353 -2.753
C 2.277 -5.822 -1.700
C 2.297 -4.451 -1.491
H 4.166 -2.720 -2.900
H 6.527 -2.207 -2.493
H 7.163 -0.454 -0.864
H 5.396 0.788 0.348
H 3.030 0.286 -0.085
H 2.975 -1.372 -4.575
H 2.403 -0.538 -6.812
H 0.160 0.414 -7.250
H -1.503 0.521 -5.428
H -0.917 -0.288 -3.164
H 0.309 -3.484 -4.053
H 0.266 -5.916 -4.421
H 1.523 -7.423 -2.916
H 2.829 -6.477 -1.037
H 2.875 -4.052 -0.663
*
```

Mulliken atomic charge list, values in e, 99 entries:
1 Re 0.97
2 C -1.84
3 C -0.35
4 N 0.33
5 N 1.13
6 C -0.23
7 B 0.62
8 N 0.68
9 C -1.25
10 C 0.17
11 C -1.55
12 N -0.75
13 N 0.44
14 C -0.30
15 C -1.42
16 C -0.23
17 N 0.04
18 N 0.35
19 C -0.34
20 C -1.09
21 C -0.29
22 N -1.02
23 H 0.49
24 H 0.54
25 H 0.60
26 H 0.76
27 H 0.71
28 H 0.52
29 H 0.62
30 H 0.42
31 H 0.37
32 H 0.60
33 H 0.42
34 H 0.46
35 C -1.45
36 N 0.81
37 C -0.84
38 C 0.16
39 N 0.13
40 N 0.24
41 C -1.28
42 C -0.96
43 H 0.50
44 H 0.46
45 H 0.26
46 H 0.61
47 H -0.81
48 H 0.26
49 H 0.02
50 H 0.42
51 H 0.27
52 H 0.37
53 H 0.07
54 H 0.37
55 H 0.46
56 C -1.53
57 C 0.38
58 C -0.78
59 C 0.45
60 C -1.25
61 C -1.55
62 C -1.05
63 C 0.21
64 C 0.51
65 C -0.94
66 C -1.46
67 C 0.41
68 O 0.65
69 H 0.43
70 H 0.09
71 H 0.38
72 H 0.77
73 H -0.73
74 H 0.60
75 H 0.33
76 H 0.46
77 H 0.40
78 H 0.44
79 H 0.87
80 H -0.37
81 H 0.18
82 H 0.58
83 H -0.12
84 H 0.49
85 H 0.39
86 C 0.75
87 Ge 1.34
88 C 0.10
89 C -0.18
90 C -0.89
91 C -0.73
92 C -1.04
93 C 0.74
94 C 0.31
95 C -0.49
96 C -0.69
97 C -0.74
98 C -0.55
99 C -0.32